C38H48AsN9OS2TeTi | ωB97M-V/def2-TZVPD

Properties
- F_max (eV/Å) = 1.763
- lowest unoccupied orbital energy (spin up / spin down) (eV) = -5.7 / -5.7
- highest occupied orbital energy (spin up / spin down) (eV) = -10.866 / -10.865
- orbital gap (spin up / spin down) (eV) = 5.214 / 5.212
- ΔE to the lowest compared entry with this formula, charge and spin (kJ/mol) = 68.39
- electronic energy (a.u.) = -6194.1837
- net charge = +2
- 2S+1 = 1

Geometry (Å):
Te: 1.54592 4.11413 0.64033
As: 5.96198 3.50915 -0.34864
Ti: 0.65450 0.17932 1.36622
S: 4.57648 2.29732 0.65197
S: -0.01590 1.98113 2.92902
O: -10.31995 -5.74193 -1.31351
N: 1.84139 3.34534 4.24909
N: 1.77241 0.84338 -0.25217
N: -4.82267 -3.29480 0.91474
N: -5.21327 -1.80715 -0.68371
N: 2.55558 1.40965 3.27585
N: -0.66306 -1.06666 2.27574
N: 1.60153 -1.56795 0.94114
N: -0.96804 0.58173 0.19267
N: 2.27213 0.30062 2.50250
C: 2.39021 5.96703 -0.01143
C: -2.44599 -3.13083 2.84549
C: 2.82005 -1.72499 1.55991
C: -7.42338 -4.57846 0.46300
C: 4.50318 -0.56601 3.14331
C: -0.40520 4.99279 0.80524
C: -3.82664 -2.36426 0.89857
C: -2.68851 -2.27957 1.76298
C: -3.31378 0.66742 -1.30647
C: -4.03721 -1.42439 -0.08353
C: 1.13853 -2.56229 0.12951
C: 1.53049 -0.44262 -3.40414
C: 1.56919 2.27966 3.52027
C: 1.83088 -3.70932 -0.09593
C: -11.02044 -5.53467 -2.53687
C: -9.19235 -5.04950 -1.09626
C: 2.18019 2.00962 -3.41128
C: -1.33962 -2.91087 3.62912
C: -1.16956 1.53810 -0.71416
C: -1.96139 -0.32655 0.41667
C: -3.13737 -0.34873 -0.35548
C: -6.85913 -3.66504 -0.43415
C: -8.62287 -4.16458 -2.01011
C: -0.46955 -1.87341 3.31291
C: 3.20375 -0.66094 2.40720
C: -5.64693 -2.94618 -0.04953
C: 5.32418 4.31058 -1.97823
C: 3.08456 -3.88291 0.53420
C: -8.57601 -5.25393 0.14185
C: -1.76868 -1.25820 1.50672
C: 3.91370 0.24555 -2.87733
C: 2.43136 0.63250 -2.77761
C: -2.33646 1.62093 -1.46415
C: 2.07171 0.73682 -1.35436
C: 3.57136 -2.90241 1.34543
C: 7.51117 2.51823 -0.90711
C: 6.63275 4.94183 0.74075
C: -7.46860 -3.47615 -1.66784
H: -3.13274 -3.94369 3.04476
H: 7.94275 2.00617 -0.05203
H: 1.11676 2.25414 -3.41590
H: -9.03238 -5.94923 0.83492
H: -1.14385 4.19819 0.90135
H: 0.16953 -2.39750 -0.32711
H: 1.10023 3.99137 4.46042
H: 0.41195 -1.68264 3.90914
H: -10.42588 -5.86511 -3.39031
H: 6.04107 5.06712 -2.29933
H: 7.13550 4.51856 1.60639
H: -0.46229 5.64326 1.67583
H: 3.47388 5.86707 -0.02875
H: 7.21623 1.78676 -1.65500
H: 3.52155 1.65239 3.44948
H: 2.77476 3.57123 4.55251
H: -6.94927 -4.72842 1.42482
H: 4.09234 -0.73760 -2.43969
H: 4.20649 0.22042 -3.92729
H: -2.46205 2.43025 -2.17099
H: 4.52903 -3.02786 1.82987
H: 3.64666 -4.79494 0.38057
H: 2.11842 6.74388 0.70037
H: 5.24881 3.53976 -2.74260
H: 4.35076 4.77108 -1.82647
H: 1.41893 -4.47377 -0.74040
H: 7.34009 5.53864 0.16291
H: 4.33461 -0.38845 4.20867
H: -5.70517 -1.32758 -1.41761
H: 5.10459 0.25875 2.74352
H: -1.12906 -3.53532 4.48631
H: 2.71215 2.78853 -2.86348
H: 4.53383 0.97210 -2.35095
H: 0.47529 -0.19412 -3.27053
H: 8.24467 3.20152 -1.33673
H: -4.22471 0.71768 -1.89081
H: 2.53645 1.99815 -4.44186
H: -0.60392 5.57545 -0.09330
H: 5.08870 -1.47391 3.04836
H: -11.29309 -4.48537 -2.65863
H: -11.91843 -6.13756 -2.46922
H: 2.02332 6.22886 -1.00138
H: -9.06608 -4.00888 -2.98293
H: -7.04087 -2.80061 -2.40162
H: 1.72171 -1.41917 -2.95552
H: 1.74056 -0.50502 -4.47237
H: -0.36912 2.25731 -0.83971
H: 5.81066 5.57060 1.07395